50
Properties=species:S:1:pos:R:3 method="wB97M-V/def2-TZVPD" total_charge=+1 gap_ha=0.288 e_above_lowest_kcal_mol=0.0
Pt -0.103 -0.845 0.479
C 2.862 -1.381 -0.515
N 1.893 -1.247 0.576
C 2.296 -1.536 1.789
C 1.337 -1.745 2.793
C 1.392 -2.114 4.144
C 0.075 -2.256 4.561
C -0.735 -1.977 3.452
N 0.014 -1.673 2.388
C 3.011 -0.193 -1.424
C 2.827 -0.340 -2.793
C 3.060 0.725 -3.654
C 3.462 1.951 -3.146
C 3.638 2.110 -1.776
C 3.421 1.040 -0.923
H 2.595 -2.256 -1.111
H 3.827 -1.594 -0.046
H 3.352 -1.709 1.974
H 2.283 -2.237 4.737
H -0.269 -2.532 5.543
H -1.814 -1.991 3.395
H 2.518 -1.299 -3.191
H 2.930 0.596 -4.720
H 3.656 2.778 -3.815
H 3.964 3.062 -1.379
H 3.585 1.155 0.143
S -4.311 -2.386 0.387
C -2.632 -2.191 0.536
N -2.164 -0.985 0.339
C -3.203 -0.087 0.072
C -3.095 1.288 -0.145
C -4.242 2.001 -0.413
C -5.496 1.376 -0.457
C -5.620 0.026 -0.217
C -4.459 -0.698 0.049
H -1.985 -3.022 0.777
H -2.141 1.788 -0.088
H -4.177 3.066 -0.589
H -6.377 1.965 -0.670
H -6.588 -0.455 -0.225
C 0.670 2.122 0.921
O 0.200 1.819 -0.416
C -0.018 0.608 -0.833
C -0.400 0.649 -2.268
H 1.750 2.005 0.922
H 0.204 1.465 1.652
H 0.396 3.159 1.084
H -0.996 1.534 -2.491
H -0.915 -0.263 -2.561
H 0.524 0.725 -2.847

=====

10
Properties=species:S:1:pos:R:3 method="wB97M-V/def2-TZVPD" total_charge=-1 gap_ha=0.279 e_above_lowest_kcal_mol=44.0
C 1.173 -0.783 0.387
N -1.912 -0.616 -0.984
O 0.652 -1.834 0.721
O 2.062 -0.465 -0.503
Si 1.092 1.107 0.720
S -0.373 2.421 0.312
H -2.358 0.340 -0.787
H -1.609 -1.206 -0.129
H 2.273 1.274 1.691
H -1.001 -0.238 -1.429

=====

51
Properties=species:S:1:pos:R:3 method="wB97M-V/def2-TZVPD" s_squared=6.08 spin_multiplicity=5 total_charge=+1 gap_ha="0.260 / 0.216" e_above_lowest_kcal_mol=17.6
Rh -0.385 0.731 0.216
C -3.614 4.729 -2.002
S -2.864 4.976 -0.370
C -1.766 3.624 -0.269
S -1.506 2.493 -1.564
N -1.070 3.556 0.826
N -0.387 2.498 1.111
C 0.647 2.536 2.014
C 1.745 1.756 1.672
C 2.964 1.679 2.397
C 4.041 1.055 1.829
C 3.914 0.509 0.542
C 2.674 0.501 -0.069
N 1.604 1.059 0.478
H -4.324 5.540 -2.129
H -4.127 3.773 -2.024
H -2.843 4.770 -2.767
H 0.609 3.197 2.865
H 3.013 2.118 3.379
H 4.985 0.998 2.348
H 4.762 0.088 0.029
H 2.540 0.037 -1.038
N -3.580 1.167 0.475
N -2.565 0.170 0.301
H -4.517 0.773 0.385
H -3.467 1.872 -0.251
H -2.708 -0.394 -0.551
H -2.638 -0.468 1.100
C 2.127 -2.082 -3.709
C 1.179 -1.062 -3.721
C 0.424 -0.805 -2.601
C 0.603 -1.569 -1.428
C 1.554 -2.612 -1.438
C 2.297 -2.858 -2.570
N -0.084 -1.196 -0.316
C -0.315 -2.077 0.715
C -0.575 -3.444 0.511
C -0.875 -4.264 1.581
C -0.939 -3.753 2.870
C -0.680 -2.406 3.088
C -0.378 -1.579 2.031
H 2.738 -2.266 -4.578
H 1.035 -0.471 -4.612
H -0.318 -0.012 -2.586
H 1.748 -3.165 -0.531
H 3.030 -3.650 -2.558
H -0.584 -3.839 -0.494
H -1.062 -5.315 1.412
H -1.200 -4.390 3.700
H -0.708 -2.000 4.088
H -0.149 -0.525 2.216

=====

14
Properties=species:S:1:pos:R:3 method="wB97M-V/def2-TZVPD" smiles="CC1=C(O)C(=O)CO1" gap_ha=0.323 e_above_lowest_kcal_mol=30.3
C -0.382 1.789 -1.062
C -0.095 0.716 -0.152
C -0.077 -0.601 -0.561
C 0.243 -1.430 0.631
C 0.345 -0.471 1.805
H -1.288 1.474 -1.647
H -0.528 2.573 -0.267
H 0.482 1.878 -1.789
H -0.012 -2.041 -1.786
H -0.534 -0.414 2.508
H 1.303 -0.545 2.339
O -0.164 -1.076 -1.826
O 0.401 -2.653 0.700
O 0.307 0.801 1.108